No. 1
C37H57F6N4NaO6P2S2 | ωB97M-V/def2-TZVPD

CARTESIAN COORDINATES (ANGSTROEM)
Na 0.238 -0.060 -0.580
C -2.370 5.122 -2.436
C -2.341 3.618 -2.205
C -3.480 3.204 -1.265
P -0.824 2.812 -1.554
C 0.675 3.285 -2.542
C 0.370 3.745 -3.967
C 1.758 4.139 -1.898
C -0.640 3.336 0.139
C -0.448 4.713 0.296
C -0.506 5.381 1.502
C -0.287 6.862 1.620
C -0.805 4.576 2.616
C -0.996 3.226 2.524
C -0.876 2.484 1.287
N -0.911 1.158 1.208
C -1.316 0.434 2.336
C -2.594 0.641 2.873
C -3.033 -0.015 4.010
C -2.204 -0.918 4.659
C -2.630 -1.630 5.917
C -0.957 -1.170 4.092
C -0.497 -0.555 2.930
P 1.095 -1.068 2.139
C 1.724 -2.553 3.131
C 3.119 -2.927 2.622
C 0.882 -3.826 3.196
C 2.192 0.180 3.310
C 2.134 1.558 2.674
C 1.946 0.310 4.809
H -3.388 5.421 -2.705
H -1.710 5.449 -3.242
H -2.108 5.672 -1.530
H -2.492 3.089 -3.154
H -3.510 3.859 -0.390
H -3.362 2.179 -0.909
H -4.436 3.272 -1.792
H 1.084 2.271 -2.617
H 0.125 4.811 -4.002
H -0.452 3.189 -4.422
H 1.252 3.597 -4.597
H 1.505 5.203 -1.909
H 2.687 4.019 -2.464
H 1.949 3.843 -0.867
H -0.235 5.304 -0.593
H 0.103 7.272 0.685
H 0.435 7.111 2.405
H -1.208 7.410 1.851
H -0.872 5.035 3.602
H -1.188 2.676 3.435
H -3.236 1.360 2.377
H -4.030 0.185 4.395
H -3.612 -1.288 6.251
H -1.924 -1.457 6.735
H -2.690 -2.712 5.770
H -0.315 -1.887 4.591
H 1.834 -2.195 4.157
H 3.811 -2.085 2.636
H 3.548 -3.728 3.241
H 3.069 -3.291 1.593
H 0.953 -4.398 2.270
H 1.260 -4.473 4.000
H -0.174 -3.633 3.377
H 3.206 -0.213 3.155
H 1.204 2.069 2.927
H 2.181 1.512 1.582
H 2.951 2.209 3.023
H 0.906 0.590 5.009
H 2.574 1.090 5.270
H 2.141 -0.613 5.367
F -4.995 -2.021 -3.927
C -4.900 -1.326 -2.792
F -5.976 -0.509 -2.744
F -5.009 -2.183 -1.766
S -3.333 -0.276 -2.646
O -1.027 1.352 -1.763
O -3.422 0.565 -3.846
N -2.410 -1.588 -2.866
S -0.972 -1.865 -3.258
O -0.760 -3.260 -3.555
O 0.043 -1.247 -2.437
C -0.700 -1.046 -4.898
F -1.673 -1.364 -5.759
F -0.633 0.281 -4.804
F 0.465 -1.465 -5.436
N 1.913 -4.745 -1.099
C 1.442 -3.521 -0.631
O 2.143 -2.530 -0.734
C 0.054 -3.579 -0.038
C -0.367 -2.450 0.902
H 2.653 -4.650 -1.778
H 1.211 -5.433 -1.317
H -0.042 -4.559 0.445
H -0.586 -3.669 -0.934
H -1.204 -2.822 1.508
H -0.842 -1.678 0.280
O 2.394 0.826 -1.056
C 3.222 0.192 -1.704
C 4.682 0.249 -1.288
C 5.388 -1.105 -1.267
C 5.974 -1.501 -2.620
C 5.001 -1.280 -3.781
C 3.560 -1.622 -3.429
N 2.839 -0.547 -2.770
H 4.649 0.685 -0.291
H 5.210 0.962 -1.932
H 4.674 -1.859 -0.921
H 6.184 -1.085 -0.518
H 6.272 -2.554 -2.587
H 6.889 -0.928 -2.804
H 5.312 -1.890 -4.634
H 5.033 -0.241 -4.120
H 3.518 -2.530 -2.815
H 2.998 -1.837 -4.339
H 1.828 -0.635 -2.830

- Electronic energy: -118512.44909 eV
- Largest force on an atom: 0.7 eV/A
- E_HOMO: -0.0053 Ha
- Charge: -2
- Lowest unoccupied orbital energy: 3.60 eV
- Kohn-Sham gap: 3.75 eV

No. 2
C19H43BiN2OP3S | ωB97M-V/def2-TZVPD

CARTESIAN COORDINATES (ANGSTROEM)
Bi 1.816 -1.577 0.075
P 0.078 -2.665 1.781
P 1.267 1.747 0.910
P 0.368 -2.183 -2.110
H 4.374 2.498 -1.748
C 4.509 1.741 -2.527
C 3.574 1.498 -3.458
H 2.615 2.029 -3.475
C 0.726 -4.174 2.569
C -0.404 -1.576 3.163
C -1.528 -3.149 1.068
C 1.704 2.687 -0.555
C 0.017 2.607 1.866
C 2.720 1.493 1.937
C 1.153 -1.448 -3.583
C -1.381 -1.692 -2.264
C 0.348 -3.971 -2.487
H 5.466 1.210 -2.527
H 3.755 0.791 -4.275
H -0.114 -4.729 3.011
H 1.440 -3.900 3.360
H 1.237 -4.808 1.831
H -0.905 -2.178 3.936
H -1.092 -0.797 2.801
H 0.485 -1.101 3.602
H -2.027 -3.831 1.771
H -1.400 -3.663 0.105
H -2.150 -2.253 0.926
H 2.318 3.548 -0.249
H 0.788 3.062 -1.035
H 2.275 2.098 -1.286
H 0.391 2.766 2.887
H -0.900 2.002 1.895
H -0.194 3.578 1.398
H 2.467 1.703 2.988
H 3.523 2.176 1.620
H 3.082 0.455 1.859
H 0.376 -1.260 -4.339
H 1.905 -2.134 -3.996
H 1.648 -0.498 -3.336
H -1.719 -1.953 -3.280
H -1.521 -0.611 -2.104
H -2.004 -2.229 -1.534
H -0.428 -4.156 -3.245
H 0.120 -4.559 -1.588
H 1.323 -4.296 -2.875
C 3.967 -3.343 -1.882
C 3.971 -4.289 -2.929
C 4.428 -3.918 -4.191
C 4.909 -2.623 -4.414
C 4.938 -1.695 -3.368
C 4.521 -2.067 -2.095
S 3.166 -3.743 -0.375
H 0.659 0.495 0.494
H 3.611 -5.296 -2.716
H 4.412 -4.642 -5.005
H 5.267 -2.335 -5.404
H 5.279 -0.672 -3.533
H 4.564 -1.368 -1.258
C -5.109 0.260 1.079
N -4.275 0.621 -0.041
C -2.927 0.724 0.074
N -2.286 1.175 -1.087
O -2.291 0.387 1.085
H -4.588 -0.479 1.696
H -6.044 -0.170 0.707
H -5.352 1.131 1.703
H -4.706 0.937 -0.902
H -1.368 1.573 -0.912
H -2.859 1.703 -1.737

- Relative energy (zero: lowest compared OMol25 entry of this formula, charge and spin): 0.0000 eV
- Electronic energy: -69945.24992 eV
- Largest force on an atom: 2.4 eV/A
- E_HOMO: -0.5990 Ha
- Charge: +3
- Lowest unoccupied orbital energy: -9.70 eV
- Kohn-Sham gap: 6.60 eV

No. 3
C23H40Cl3LaN4O3Si | ωB97M-V/def2-TZVPD

CARTESIAN COORDINATES (ANGSTROEM)
C 3.160 2.717 -1.689
C 4.065 1.528 -1.606
H 3.593 3.569 -1.163
H 2.197 2.472 -1.225
H 2.957 3.043 -2.719
C 5.378 1.595 -1.343
C 6.152 2.856 -1.190
H 5.957 0.678 -1.234
H 5.631 3.599 -0.571
H 6.387 3.338 -2.151
H 7.108 2.634 -0.698
La -3.761 1.177 0.183
Cl -5.267 0.662 -1.945
Cl -1.747 2.357 -1.151
C -3.073 -1.895 -0.876
O -3.144 -1.246 0.208
N -2.516 -3.099 -0.986
C -2.146 -3.915 0.164
C -2.153 -3.609 -2.297
H -3.463 -1.477 -1.821
H -2.733 -3.635 1.039
H -1.082 -3.812 0.399
H -2.343 -4.959 -0.104
H -2.623 -2.994 -3.062
H -2.491 -4.639 -2.398
H -1.070 -3.575 -2.452
H -1.782 5.224 2.516
H -0.767 2.751 1.716
C -2.098 4.738 3.452
C -0.818 2.685 2.815
N -2.051 3.287 3.314
H -3.129 5.040 3.677
C -3.185 2.570 3.322
O -3.319 1.444 2.766
H -0.782 1.632 3.114
H -4.031 3.085 3.814
H -1.434 5.064 4.262
H 0.028 3.225 3.246
O 2.559 0.012 -0.603
C 3.370 0.188 -1.762
C 4.983 -1.603 -0.958
C 4.297 -1.001 -2.013
H 4.780 -1.273 0.065
C 5.948 -2.580 -1.225
H 2.711 0.296 -2.635
C 4.512 -1.427 -3.331
H 6.491 -3.027 -0.388
C 6.243 -2.930 -2.547
C 5.506 -2.368 -3.604
H 3.909 -0.956 -4.113
H 7.056 -3.630 -2.750
H 5.731 -2.636 -4.638
Si 1.439 -1.024 0.070
Cl -4.454 3.761 0.767
C 2.103 -1.511 1.745
C 1.154 -2.458 -1.075
C -0.089 0.002 0.311
H 3.088 -1.988 1.691
H 1.406 -2.215 2.220
H 2.199 -0.624 2.388
H 0.154 0.956 0.803
H -0.866 -0.519 0.895
H -0.502 0.258 -0.677
H 2.081 -2.980 -1.342
H 0.683 -2.133 -2.013
H 0.498 -3.179 -0.580
N -6.732 1.205 2.419
C -7.864 0.591 2.836
C -8.120 -0.435 1.927
C -7.086 -0.357 0.968
N -6.209 0.630 1.284
H -6.286 2.021 2.817
H -8.413 0.907 3.713
H -8.931 -1.142 1.938
H -6.953 -0.944 0.071

- Relative energy (zero: lowest compared OMol25 entry of this formula, charge and spin): 0.0000 eV
- Electronic energy: -82916.08138 eV
- Largest force on an atom: 1.8 eV/A
- E_HOMO: -0.3215 Ha
- Lowest unoccupied orbital energy: 0.30 eV
- Kohn-Sham gap: 9.04 eV

No. 4
C2H11F4HfO4 | ωB97M-V/def2-TZVPD

CARTESIAN COORDINATES (ANGSTROEM)
Hf -1.429 0.828 -1.029
F -4.276 0.479 0.535
F 0.021 2.183 -3.755
F -1.631 4.120 -0.674
F -1.876 -1.541 -3.285
C 3.489 -1.791 1.195
C 3.580 -0.544 0.333
O 2.385 -0.174 -0.291
H 4.401 -1.886 1.783
H 3.337 -2.654 0.546
H 2.797 -1.777 2.037
H 4.328 -0.748 -0.433
H 4.037 0.260 0.911
O -0.801 1.305 2.477
H -1.376 1.115 3.218
H -0.042 1.740 2.867
O -4.147 2.044 -3.094
H -5.068 1.792 -3.034
H -4.163 2.927 -3.464
O -1.212 -2.274 0.789
H -1.625 -2.309 1.651
H -0.730 -3.098 0.719

- Relative energy (zero: lowest compared OMol25 entry of this formula, charge and spin): 22.1846 eV
- Electronic energy: -22605.49201 eV
- Largest force on an atom: 2.7 eV/A
- E_HOMO: -0.2188 Ha
- Charge: -1
- Lowest unoccupied orbital energy: -2.01 eV
- Kohn-Sham gap: 3.94 eV

No. 5
C38H35ClN2NiSi2 | ωB97M-V/def2-TZVPD

CARTESIAN COORDINATES (ANGSTROEM)
C -1.937 -0.907 5.521
C -2.673 -0.305 4.469
C -2.309 -0.941 3.234
H -3.480 0.420 4.588
C -1.393 -2.032 3.570
C -1.176 -1.976 4.990
H -0.626 -2.717 5.576
H -2.008 -0.655 6.579
H -2.859 -0.894 2.300
H -1.216 -2.880 2.914
Ni -0.263 -0.307 3.007
Si 2.206 0.005 -4.072
C 1.580 1.509 -4.999
C 2.172 2.141 -6.110
H 3.106 1.773 -6.532
C 1.547 3.240 -6.717
H 2.012 3.723 -7.576
C 0.326 3.726 -6.237
H -0.158 4.590 -6.696
C -0.279 3.087 -5.148
H -1.237 3.436 -4.764
C 0.337 1.988 -4.543
H -0.179 1.485 -3.719
C 1.676 -1.513 -5.044
C 0.638 -1.445 -6.001
H 0.275 -0.475 -6.353
C 0.081 -2.617 -6.531
H -0.763 -2.548 -7.218
C 0.614 -3.867 -6.201
H 0.158 -4.777 -6.594
C 1.761 -3.922 -5.407
H 2.231 -4.882 -5.214
C 2.322 -2.754 -4.880
H 3.272 -2.799 -4.355
H 1.572 0.005 -2.707
Si -0.112 -0.149 0.742
C -0.803 -1.762 0.017
C -1.943 -1.788 -0.801
H -2.444 -0.851 -1.077
C -2.461 -3.005 -1.285
H -3.361 -3.003 -1.911
C -1.837 -4.218 -0.956
H -2.251 -5.165 -1.321
C -0.709 -4.203 -0.125
H -0.236 -5.147 0.161
C -0.200 -2.989 0.354
H 0.684 -3.008 0.987
C -1.187 1.244 0.040
C -2.430 1.532 0.641
H -2.781 0.969 1.517
C -3.271 2.536 0.135
H -4.224 2.778 0.634
C -2.872 3.251 -1.007
H -3.521 4.037 -1.403
C -1.635 2.984 -1.610
H -1.330 3.573 -2.486
C -0.787 1.997 -1.082
H 0.178 1.829 -1.543
H 3.699 0.061 -3.836
Cl 1.766 0.064 -0.089
N -0.264 1.778 3.399
C 0.563 2.036 4.558
C 0.577 3.228 5.249
C 1.450 3.371 6.352
C 2.229 2.304 6.801
C 2.178 1.048 6.127
C 2.921 -0.082 6.511
C 2.791 -1.273 5.820
C 1.896 -1.334 4.745
N 1.230 -0.249 4.291
C 1.346 0.947 4.986
H -1.241 2.042 3.538
H 0.066 2.343 2.612
H -0.079 4.044 4.967
H 1.541 4.334 6.855
H 2.908 2.396 7.658
H 3.592 0.008 7.350
H 3.351 -2.155 6.112
H 1.680 -2.267 4.241

- Relative energy (zero: lowest compared OMol25 entry of this formula, charge and spin): 0.0000 eV
- Electronic energy: -112275.68245 eV
- Largest force on an atom: 2.2 eV/A
- E_HOMO (spin up / spin down): -0.2359 / -0.2838 Ha
- Lowest unoccupied orbital energy (spin up / spin down): -0.86 / -0.93 eV
- Kohn-Sham gap (spin up / spin down): 5.56 / 6.80 eV
- ⟨S²⟩: 2.0240
- Multiplicity: 3

No. 6
C5H9F6IN3P | ωB97M-V/def2-TZVPD

CARTESIAN COORDINATES (ANGSTROEM)
C 0.237 -3.346 0.705
C -0.938 -3.078 0.071
N -1.278 -1.848 -0.608
C -1.933 -0.975 0.201
N -3.301 -1.155 0.296
I -4.067 -0.542 -1.555
N -1.355 -0.006 0.833
C 0.064 0.233 0.736
C 0.990 -0.367 1.446
H 0.220 -3.563 1.772
H 1.209 -3.400 0.215
H -1.675 -3.877 0.018
H -0.498 -1.417 -1.100
H -3.691 -0.471 0.940
H -1.927 0.616 1.398
H 0.373 1.017 0.040
H 1.955 -0.501 0.970
H 0.901 -0.685 2.480
F 2.818 4.565 -0.439
P 2.109 3.345 -1.269
F 0.693 3.475 -2.101
F 2.967 2.345 -0.272
F 0.971 3.348 -0.061
F 2.409 2.044 -2.236
F 2.746 4.243 -2.481

- Electronic energy: -43492.66230 eV
- Largest force on an atom: 2.5 eV/A
- E_HOMO: -0.3687 Ha
- Lowest unoccupied orbital energy: -2.85 eV
- Kohn-Sham gap: 7.19 eV

No. 7
C4H7NO | ωB97M-V/def2-TZVPD

CARTESIAN COORDINATES (ANGSTROEM)
O -2.245 -1.668 0.199
C -1.175 -0.836 0.211
C 0.471 2.136 -0.005
N 0.816 1.190 -0.769
C 1.161 -0.071 -0.123
C 0.044 -1.081 -0.265
H -1.968 -2.522 -0.160
H -1.435 0.112 0.677
H 0.444 2.050 1.093
H 0.168 3.091 -0.435
H 1.399 0.082 0.944
H 2.066 -0.460 -0.601
H 0.255 -2.024 -0.767

- Relative energy (zero: lowest compared OMol25 entry of this formula, charge and spin): 2.2663 eV
- Electronic energy: -7797.37812 eV
- Largest force on an atom: 0.4 eV/A
- E_HOMO: -0.3262 Ha
- Structure (SMILES): C=NC/C=C/O
- Lowest unoccupied orbital energy: 0.95 eV
- Kohn-Sham gap: 9.82 eV

The calculation returns the following M values, one per record and in order: 916.945; 649.535; 693.949; 353.588; 670.030; 383.014; 85.106 g mol⁻¹.